87
Properties=species:S:1:pos:R:3:forces:R:3 method="wB97M-V/def2-TZVPD" lumo_ev="4.137 / 4.135" spin_multiplicity=4 charge=-2
V -0.7503 0.9414 0.3345 2.748 1.646 1.244
O -1.5190 0.8964 4.3129 -0.007 -0.328 -0.925
C -1.4050 0.6495 3.1252 0.022 0.406 1.489
O -0.9848 1.5432 2.2347 0.109 0.256 0.951
C -1.6815 -0.6197 2.4457 -0.483 -0.952 -0.080
C -2.1475 -1.7226 3.1520 0.148 0.543 -0.086
C -2.5250 -2.8496 2.4550 0.119 0.106 -0.479
C -2.4221 -2.8184 1.0651 -0.032 -0.062 0.360
C -1.9278 -1.6916 0.4418 -0.195 -0.315 -0.255
N -1.5402 -0.6013 1.0997 -1.372 -2.265 1.702
H -2.2261 -1.6440 4.2259 -0.032 0.014 0.029
H -2.9172 -3.7176 2.9625 -0.041 -0.048 0.040
H -2.7445 -3.6578 0.4672 -0.032 0.007 -0.061
H -1.8506 -1.6489 -0.6363 0.061 -0.045 0.031
N -1.3580 4.1361 2.1270 0.221 -0.287 0.423
C -1.8109 4.3083 0.7466 0.003 -0.471 -0.888
C -2.3554 5.6996 0.4917 0.005 0.208 -0.182
P -3.0777 3.0556 0.2366 -1.036 0.184 0.248
O -3.7412 2.7614 1.6942 0.469 0.434 -0.449
O -4.0373 3.6270 -0.7228 -0.061 0.284 0.009
O -2.3517 1.8033 -0.2200 -1.122 0.693 -0.065
P -0.4218 3.9010 -0.4093 0.839 1.539 -0.223
O 0.5704 5.2233 -0.1236 -0.282 -0.743 0.348
O -0.7918 3.9478 -1.8393 -0.250 0.169 -0.047
O 0.3541 2.7407 0.1363 -0.026 -0.377 0.452
H -2.0968 4.4502 2.7513 0.108 -0.036 0.027
H -0.5285 4.7080 2.2668 -0.104 0.072 0.129
H -1.0959 2.5305 2.4485 -0.058 0.473 0.002
H -3.2173 5.8907 1.1352 -0.047 -0.004 -0.009
H -2.6852 5.7556 -0.5401 -0.132 0.121 -0.118
H -1.5943 6.4641 0.6694 0.039 -0.050 0.081
H -4.2228 1.9320 1.5893 -0.331 -0.681 0.274
H 0.4833 5.7146 -0.9365 0.067 0.450 -0.421
C 4.2867 1.2835 1.5601 -0.143 -0.145 -0.087
C 3.5369 2.4050 2.2917 -0.261 -0.050 -0.008
C 2.1457 1.7913 2.5235 0.069 0.385 0.195
O 1.9431 0.9412 1.4213 -0.052 0.042 -0.146
C 3.1648 0.2742 1.2268 0.363 -0.416 -0.039
H 5.0417 0.8196 2.1945 0.050 -0.025 -0.015
H 4.7782 1.6444 0.6573 0.014 0.032 0.005
H 3.4360 3.2763 1.6467 -0.012 0.071 0.034
H 4.0218 2.6989 3.2221 -0.012 0.065 0.022
H 1.3481 2.5333 2.5197 0.062 -0.093 0.058
H 2.1228 1.2106 3.4618 -0.054 0.055 -0.115
H 3.1917 -0.0869 0.1989 -0.012 -0.026 0.036
H 3.2281 -0.5913 1.9039 -0.051 0.056 -0.095
N -3.1905 0.1890 -5.4540 -0.241 -0.008 -0.161
C -2.3984 0.3973 -4.6494 -0.496 -0.178 -0.420
C -1.3376 0.6206 -3.7465 1.048 0.190 0.473
C -0.0948 1.0209 -4.2544 -0.123 -0.085 0.618
C 0.9448 1.1588 -3.3507 -0.094 -0.015 -0.273
C 0.7110 0.9299 -2.0095 0.177 -0.001 -0.129
N -0.4902 0.6141 -1.5115 0.453 -0.372 -3.370
C -1.4879 0.4337 -2.3765 -0.324 0.013 -0.303
H 0.0319 1.2171 -5.3094 0.000 -0.053 -0.025
H 1.9300 1.4463 -3.6902 0.028 0.015 0.077
H 1.4988 1.0297 -1.2731 0.022 0.047 -0.061
H -2.4539 0.1684 -1.9617 0.066 0.084 -0.028
C 3.9137 -2.0640 -1.9501 -0.050 -0.165 -0.122
C 3.1255 -3.2989 -2.3751 -0.027 0.107 0.201
C 1.9538 -3.5605 -1.4142 -0.176 0.107 -0.457
C 1.0153 -4.6691 -1.9452 0.072 -0.184 -0.054
C 1.7210 -5.9690 -2.3148 -0.105 0.066 0.159
C 2.4746 -4.0064 -0.0684 -0.010 0.185 0.054
O 3.3430 -4.8540 0.0800 0.127 -0.155 -0.088
N 1.8682 -3.4242 0.9892 -0.133 0.101 0.498
C 1.1440 -2.1795 0.9660 0.527 -0.765 0.278
O 0.9047 -1.6920 2.0563 0.087 -0.062 0.403
N 0.8173 -1.6627 -0.2041 -0.172 0.811 -0.315
C 1.0712 -2.2791 -1.3614 0.321 -0.404 0.156
O 0.6367 -1.8679 -2.4314 0.067 -0.213 -0.360
H 4.7644 -1.8996 -2.6115 0.064 0.052 0.001
H 4.2867 -2.1868 -0.9329 0.075 0.069 0.075
H 3.2702 -1.1863 -1.9877 0.034 0.133 0.022
H 3.7888 -4.1659 -2.3813 -0.102 -0.037 -0.051
H 2.7132 -3.1410 -3.3734 -0.010 -0.091 0.001
H 0.4982 -4.2597 -2.8156 -0.001 0.054 0.098
H 0.2600 -4.8689 -1.1783 -0.042 0.031 -0.024
H 2.2921 -5.8584 -3.2343 0.074 -0.031 -0.069
H 0.9896 -6.7631 -2.4575 -0.047 -0.077 -0.091
H 2.3968 -6.2607 -1.5149 0.097 -0.142 -0.020
H 2.1530 -3.7240 1.9163 -0.018 0.090 -0.239
F -4.1298 0.0421 1.2953 0.281 0.438 0.086
B -5.3429 -0.6609 1.2132 -0.249 -0.105 0.224
F -6.3691 0.2329 0.9884 -0.644 0.691 -0.254
F -5.2744 -1.5966 0.1979 0.160 -0.565 -0.726
F -5.5742 -1.3105 2.4209 0.011 -0.471 0.821